14
Properties=species:S:1:pos:R:3:forces:R:3 method="wB97M-V/def2-TZVPD" smiles="Nc1cc(=O)cc[nH]1" lumo_energy_ev=0.46 homo_lumo_gap_ha=0.330 homo_ev=-8.514
C -0.22706 0.52821 -0.65285 -2.4559 0.2037 -2.6688
C -1.03780 -0.45874 -0.23979 -0.6252 -1.0796 -0.1824
C -0.66097 -1.39080 0.76929 0.3134 -1.6570 1.1366
C 0.56769 -1.01807 1.42103 1.2596 0.5095 1.9975
C 1.27382 0.05455 1.03221 1.0907 -0.4164 0.9831
H -1.06427 0.68149 -2.64894 1.6899 2.1626 3.0801
H -0.73035 2.29762 -1.74656 0.3402 -2.7554 -0.3954
H -1.92379 -0.75004 -0.76356 -0.4424 0.3829 -0.4292
H 0.94884 -1.45257 2.37788 -0.7051 -0.2221 -1.1839
H 2.21314 0.30723 1.56669 -0.8182 0.1629 -0.6517
H 1.45849 1.61259 -0.29273 -0.3776 -0.6255 -0.1572
N -0.48769 1.24632 -1.85472 -1.4715 0.6488 -1.8092
N 0.90877 0.78758 -0.04723 2.3764 1.7356 0.8153
O -1.23882 -2.44537 1.07928 -0.1742 0.9499 -0.5349

***

32
Properties=species:S:1:pos:R:3:forces:R:3 method="wB97M-V/def2-TZVPD" charge=+1 lumo_energy_ev="-4.46 / -4.90" homo_lumo_gap_ha="0.277 / 0.228" homo_ev="-11.987 / -11.116"
C 3.56294 -0.78821 1.34793 -0.5081 -0.5822 -1.6935
C 2.86434 0.32172 1.84424 -1.0576 1.5910 1.7785
C 2.98971 -1.52083 0.37707 1.9878 -0.9586 -0.3212
C 1.60546 0.76826 1.48607 -0.8547 0.8605 -1.7044
C 1.59545 2.04484 -1.19746 1.1156 -1.8695 0.1859
C 1.67620 -1.21192 -0.10525 -3.4495 0.8330 -1.7818
C -3.26071 -0.51915 -0.52184 1.2128 -3.6108 -1.7859
C -2.35969 -0.15657 -1.71507 -0.0835 0.8180 -0.2412
C -2.84425 0.18270 0.71264 1.5730 0.1385 -1.3630
C -0.80238 -0.15481 -1.31470 0.5139 1.0101 -1.7490
C -1.34717 0.02260 1.00283 0.1922 0.6278 1.2264
C 1.03955 0.13487 0.34167 0.4382 1.2771 -0.3237
N -0.38118 0.54382 -0.03981 -1.1750 -2.9969 0.6759
O 2.62485 2.13317 -1.71939 -0.4683 0.5206 0.0939
Cl 0.19499 3.21184 -1.19996 -0.3322 0.9890 -0.2106
H 4.57754 -0.94934 1.58901 0.7928 -0.2485 0.7054
H 3.31160 0.85448 2.65932 0.3981 0.3327 0.2148
H 3.46070 -2.42143 -0.11502 -0.3475 1.1972 0.8125
H 1.10276 1.78647 1.76125 1.3277 -2.0835 0.1511
H 1.54722 -1.39348 -1.23006 0.4883 0.3363 1.5348
H 1.02903 -1.98093 0.35115 -0.2863 -0.1897 -0.1204
H -4.31009 -0.53399 -0.84969 0.2188 0.7889 0.5482
H -3.09346 -1.65194 -0.36475 -0.1283 1.3663 -0.0264
H -2.65440 -0.85408 -2.55324 1.2043 0.5456 0.7859
H -2.69207 0.84433 -2.11114 0.7258 -0.6382 0.4816
H -2.96594 1.19885 0.47929 -0.9616 1.8000 0.6999
H -3.41799 -0.28385 1.45042 -0.7285 0.2985 1.9306
H -0.34191 -1.14748 -1.28952 -0.7415 0.1766 0.0688
H -0.12736 0.47585 -1.93577 -0.9553 -0.9146 -1.0379
H -0.97148 0.47991 1.91669 -0.7305 0.2692 0.2737
H -1.15328 -1.01245 1.16086 0.5009 -1.0318 -0.3161
H -0.45900 1.57675 -0.21777 0.1183 -0.6528 0.5071

***

67
Properties=species:S:1:pos:R:3:forces:R:3 method="wB97M-V/def2-TZVPD" charge=+2 lumo_energy_ev="-8.40 / -8.44" spin_multiplicity=4 homo_lumo_gap_ha="0.194 / 0.192" homo_ev="-13.669 / -13.669" s_squared=3.771
Re -0.19182 -0.45021 -0.47083 0.9435 0.3439 1.5097
C -0.82592 -1.15411 2.63127 -0.3115 -0.8499 0.4193
O -0.14582 -0.18641 1.83557 0.1481 0.0546 -2.1185
C -0.38402 1.15949 2.25817 0.1260 0.9274 -0.2383
C 0.37148 2.06389 1.29427 0.1190 -0.2461 1.0318
O -0.10772 1.77889 -0.02583 -0.3381 -1.7250 -0.1704
C 0.67278 2.40869 -1.04653 0.4510 0.5770 -0.9072
H -0.53572 -1.04351 3.68047 0.0162 0.0907 -0.1941
H -0.50732 -2.13481 2.27917 -0.0245 0.0833 0.0511
H -1.91222 -1.05991 2.53537 0.1135 0.1162 -0.0272
H -0.00592 1.29119 3.27767 -0.0475 -0.0413 -0.1512
H -1.46012 1.37459 2.23607 0.1085 -0.0993 0.0386
H 1.44598 1.84739 1.34737 -0.1032 0.0659 -0.0810
H 0.19198 3.11779 1.53317 0.0058 -0.1554 -0.1126
H 0.67758 3.49289 -0.90953 -0.0911 -0.1330 0.1252
H 0.19608 2.17599 -2.00083 0.0748 0.0509 0.1217
H 1.70248 2.03519 -1.03783 -0.1444 -0.0062 0.0679
C 6.24248 1.85429 2.87147 0.0613 0.0258 0.1393
C 6.11988 1.16269 1.55597 -0.1538 -0.1058 -0.2747
C 5.02238 1.40409 0.72957 0.1363 -0.1693 0.1311
C 4.89018 0.75149 -0.48193 0.1017 0.1841 0.0279
C 5.88258 -0.11981 -0.88343 -0.3150 -0.1461 -1.0468
C 6.97458 -0.39751 -0.08433 0.1443 0.1584 0.0588
C 7.09078 0.25499 1.13087 -0.1493 -0.0427 -0.0574
S 5.69738 -0.89981 -2.49273 -0.1445 -0.9801 1.5764
O 4.56498 -0.30831 -3.14203 -0.2868 0.2747 -0.0166
O 6.94608 -1.02651 -3.14713 0.3551 -0.1085 -0.0751
N 5.21948 -2.44411 -2.03973 0.3345 0.4787 -0.8786
C 4.00108 -2.65771 -1.31103 -0.1713 0.4589 0.2944
C 2.76498 -2.39521 -2.19793 -0.2149 -0.1724 0.0634
C 1.67038 -1.69611 -1.48623 1.8093 -0.7226 -0.7605
O 0.43418 -1.95701 -1.72083 -1.9421 0.7671 0.5376
O 1.86588 -0.77501 -0.64423 -0.4306 0.7452 0.6653
H 5.69958 2.79559 2.86397 0.0190 0.1070 0.0679
H 7.28558 2.04379 3.10837 0.0526 0.0974 0.0734
H 5.83548 1.23499 3.67167 -0.0160 -0.0274 0.0433
H 4.28038 2.12859 1.03107 -0.0962 0.1233 0.0992
H 4.06088 0.93259 -1.14613 -0.0851 0.1137 -0.0661
H 7.73938 -1.07791 -0.42303 0.1380 -0.0737 -0.0451
H 7.95378 0.06929 1.75137 0.0953 -0.0213 0.0890
H 5.95568 -3.12361 -1.95753 0.1870 0.0317 -0.0115
H 3.95018 -1.97671 -0.44883 0.0494 -0.1950 0.0444
H 3.99088 -3.68461 -0.94133 0.0183 0.1428 -0.0335
H 2.38688 -3.30041 -2.67413 -0.0817 0.1093 0.0168
H 3.08888 -1.69841 -2.98953 -0.1965 -0.0586 0.0949
O -10.07292 2.39619 0.83577 -0.4503 0.2030 0.0665
S -9.00682 2.55749 -0.09273 0.3395 0.5139 1.3741
O -7.82422 3.23439 0.32787 -0.0181 0.4162 -0.0760
O -9.25672 2.45709 -1.50763 -0.3038 0.0751 -1.0451
C -8.38972 0.71399 -0.18383 0.4178 -0.6966 -0.3568
N -9.27062 -0.22001 -0.22563 -0.5805 -0.2880 -0.0534
C -8.78312 -1.45111 -0.32803 0.1445 0.1489 0.1067
C -7.40442 -1.66591 -0.38873 0.5042 0.1701 0.0068
C -6.55742 -0.55281 -0.35503 -1.4293 -0.1926 0.1479
N -7.11032 0.66999 -0.25423 0.9316 -0.1760 -0.1117
C -5.08902 -0.56501 -0.42283 0.7336 0.0988 -0.0612
C -4.39712 0.64979 -0.31393 0.0811 -0.2991 -0.0473
C -3.02132 0.66439 -0.36553 -0.2325 0.5978 0.1287
N -2.26852 -0.44621 -0.51893 -0.6818 0.0300 -0.0827
C -2.93822 -1.60741 -0.65873 -0.1588 -0.5681 -0.0511
C -4.31562 -1.71291 -0.61133 0.1268 0.2220 0.0068
H -9.50882 -2.25401 -0.36633 0.1186 -0.0737 0.0057
H -7.03062 -2.67361 -0.45983 0.0540 -0.1200 -0.0639
H -4.95722 1.56539 -0.19603 0.0304 0.1113 0.0230
H -2.49212 1.60439 -0.27983 0.0350 -0.0593 -0.0235
H -2.33382 -2.49061 -0.81903 0.0318 -0.0780 -0.0078
H -4.76792 -2.68441 -0.73513 0.0414 -0.0841 -0.0077

***

The records above yield energy relative to the best compared isomer or geometry (same formula, charge and spin) values of 47.2, 486.9, 194.4 kJ/mol, respectively.